DFT (wB97M-V/def2-TZVPD) results for a structure of composition C2H3Br2FO.

XYZ file:
```
9
C2H3Br2FO wB97M-V/def2-TZVPD
C 0.3905 -0.3517 -0.5271
F 0.3515 2.0879 -0.4149
H 0.3649 -1.2460 0.2110
H -1.4477 1.7168 0.9899
C -0.1156 0.8712 0.1916
O -1.3759 0.8960 0.4916
H 1.2685 -0.1583 -0.9571
Br -0.1752 -1.8406 -2.4683
Br 1.1415 0.5564 1.8591
```

Properties
Strongest force on any atom   5.4 eV Å⁻¹
Spin multiplicity   3
⟨S²⟩   2.011
HOMO level (alpha / beta)   -0.29235 / -0.37895 Ha
Relative energy (zero: lowest compared OMol25 entry of this formula, charge and spin)   1.032 eV
Molecular weight   221.85 g/mol
Gap between HOMO and LUMO (alpha / beta)   8.6 / 6.3 eV

Atom charges from the Mulliken analysis, given in e for atoms 1 to 8: atom 1 (C): -1.334, atom 2 (F): -0.258, atom 3 (H): 0.442, atom 4 (H): 0.389, atom 5 (C): 0.755, atom 6 (O): -0.373, atom 7 (H): 0.613, atom 8 (Br): 0.000